{"formula": "C36H72O8", "method": "ωB97M-V/def2-TZVPD", "elements": ["C", "C", "C", "C", "C", "C", "C", "C", "C", "O", "C", "O", "O", "C", "C", "C", "O", "C", "C", "C", "C", "C", "C", "C", "H", "H", "H", "H", "H", "H", "H", "H", "H", "H", "H", "H", "H", "H", "H", "H", "H", "H", "H", "H", "H", "H", "H", "H", "H", "H", "H", "H", "H", "H", "H", "H", "C", "C", "O", "C", "C", "H", "H", "H", "H", "H", "H", "H", "H", "H", "H", "C", "C", "O", "C", "C", "H", "H", "H", "H", "H", "H", "H", "H", "H", "H", "C", "C", "O", "C", "C", "H", "H", "H", "H", "H", "H", "H", "H", "H", "H", "C", "C", "O", "C", "C", "H", "H", "H", "H", "H", "H", "H", "H", "H", "H"], "xyz": [[-5.58604, -5.24367, -4.16165], [-4.63886, -4.96117, -2.91355], [-3.10548, -4.83391, -3.33505], [-2.42629, -3.84738, -2.28873], [-0.84199, -3.99026, -2.23567], [-0.29737, -4.15122, -0.74537], [0.54276, -2.89420, -0.24456], [0.05206, -2.27309, 1.12833], [0.09924, -3.29464, 2.34591], [-0.46057, -2.69827, 3.53747], [0.48213, -2.03938, 4.26499], [1.53982, -1.66933, 3.80722], [0.24736, -1.81417, 5.61015], [0.18356, -0.38297, 5.87617], [-1.24836, 0.12042, 5.43709], [-1.87195, 1.15178, 6.49086], [-1.32675, 0.57486, 4.08246], [-0.50464, 1.71187, 3.82476], [-0.91986, 2.23237, 2.39509], [-2.11021, 3.09628, 2.36075], [-2.60134, 3.59828, 1.07629], [-1.86030, 3.19301, -0.11024], [-0.66917, 2.36857, -0.10190], [-0.19355, 1.87852, 1.18561], [-5.01592, -5.20029, -5.12123], [-6.03997, -6.25549, -4.00460], [-6.39240, -4.47101, -4.20770], [-4.71577, -5.76134, -2.12797], [-4.97712, -4.00449, -2.44167], [-3.01797, -4.44350, -4.38194], [-2.61358, -5.83291, -3.21276], [-2.90229, -4.05903, -1.29639], [-2.70055, -2.79041, -2.55655], [-0.40859, -3.08958, -2.74970], [-0.52548, -4.88877, -2.82576], [0.41678, -5.02262, -0.78474], [-1.12703, -4.43392, -0.05190], [1.63816, -3.15335, -0.22276], [0.40658, -2.09137, -1.02031], [-1.00599, -1.91292, 1.02601], [0.74202, -1.43367, 1.42035], [-0.55416, -4.16252, 2.04767], [1.11727, -3.73100, 2.51349], [1.03158, 0.17645, 5.41722], [0.21429, -0.30572, 6.99706], [-1.91787, -0.78299, 5.49702], [-2.79249, 0.73586, 6.97395], [-2.18630, 2.07317, 5.92999], [-1.13473, 1.45548, 7.27416], [-0.66428, 2.57502, 4.51898], [0.59263, 1.49068, 3.75726], [-2.62967, 3.36093, 3.31526], [-3.50660, 4.24226, 1.07141], [-2.25398, 3.55450, -1.09140], [-0.09950, 2.06943, -1.01205], [0.70846, 1.23450, 1.33289], [6.13883, 4.36012, 0.56716], [4.70997, 4.50532, 1.06282], [3.76315, 3.78805, 0.28661], [3.94372, 2.38337, 0.21636], [3.89051, 1.69336, 1.56866], [6.21753, 4.68753, -0.47269], [6.81659, 4.96065, 1.17773], [6.48165, 3.32489, 0.60862], [4.42169, 5.55672, 1.00572], [4.62944, 4.22063, 2.11755], [4.87659, 2.14826, -0.30789], [3.13402, 1.99942, -0.40910], [4.68483, 2.03514, 2.23423], [3.99649, 0.61328, 1.44808], [2.93818, 1.89821, 2.06396], [5.91612, 3.55851, -4.76584], [6.17032, 4.70720, -3.80443], [7.25132, 4.47632, -2.91474], [8.52211, 4.26263, -3.50827], [9.00299, 5.42924, -4.35424], [5.72459, 2.63450, -4.21404], [5.05309, 3.77604, -5.39825], [6.77085, 3.37642, -5.41939], [5.28424, 4.84827, -3.18212], [6.31945, 5.64684, -4.34671], [8.51710, 3.33298, -4.08757], [9.22426, 4.10906, -2.68591], [8.33946, 5.62358, -5.19854], [9.99887, 5.22395, -4.75145], [9.04653, 6.34187, -3.75553], [-0.03114, -8.64560, 3.03593], [0.07230, -7.77389, 1.79597], [-0.20856, -8.46939, 0.59193], [-1.50177, -9.04233, 0.48352], [-2.62728, -8.02567, 0.57745], [0.64541, -9.50056, 2.95845], [0.22807, -8.07112, 3.92758], [-1.03910, -9.03967, 3.17463], [1.09521, -7.40207, 1.70894], [-0.56674, -6.88743, 1.87594], [-1.62681, -9.83704, 1.22687], [-1.54313, -9.52673, -0.49443], [-2.63776, -7.51423, 1.54159], [-3.59358, -8.51713, 0.44878], [-2.51712, -7.26215, -0.19691], [-4.82697, 5.40350, -3.57933], [-5.09742, 4.80804, -2.20788], [-4.89791, 5.72208, -1.14111], [-5.70392, 6.89000, -1.15338], [-7.19452, 6.60167, -1.09941], [-3.80504, 5.78780, -3.63372], [-4.96019, 4.64694, -4.35523], [-5.49922, 6.23310, -3.80379], [-4.40374, 3.98204, -2.03943], [-6.10416, 4.38030, -2.15753], [-5.45506, 7.51167, -2.02009], [-5.42317, 7.46727, -0.26986], [-7.53271, 6.03063, -1.96570], [-7.76005, 7.53495, -1.07217], [-7.43816, 6.01896, -0.20813]], "forces_ev_per_a": [[0.2, -0.2, 0.9], [0.3, 0.2, -0.9], [-0.6, 0.6, 1.5], [0.3, -0.3, -0.8], [-0.7, 0.1, 0.5], [1.1, -0.1, -0.8], [-0.7, 0.1, 0.1], [0.8, -0.6, 0.5], [-0.4, -0.4, -2.3], [1.1, 0.0, 1.5], [1.3, 0.4, -0.1], [-0.7, -0.3, -0.2], [-0.9, 0.1, -1.6], [-1.2, 0.2, 0.9], [-0.5, -0.2, 1.3], [0.2, 0.3, -0.8], [0.7, 0.3, 0.9], [0.1, 1.0, -2.3], [-1.0, 0.8, -0.4], [1.1, -0.5, -2.1], [2.2, -1.8, 1.1], [0.0, 0.0, 0.4], [-0.7, 0.1, 2.3], [-1.7, 1.1, 0.6], [-0.5, -0.2, 0.8], [0.2, 0.9, -0.6], [0.5, -0.8, 0.0], [-0.1, 0.7, -0.8], [0.4, -0.7, -0.3], [0.1, -0.5, 0.9], [-0.4, 0.8, -0.5], [0.6, 0.1, -0.7], [0.2, -0.9, 0.3], [-0.1, -0.9, 0.6], [-0.4, 0.8, 0.4], [-0.8, 0.7, 0.3], [0.6, 0.4, -0.6], [-1.1, 0.3, 0.1], [0.3, -0.6, 0.8], [1.0, -0.2, 0.1], [-0.9, -0.6, -0.4], [0.4, 0.9, 0.8], [-0.8, 0.8, 0.1], [-0.6, -0.6, 0.3], [0.2, -0.1, -1.1], [0.8, 0.8, -0.4], [0.9, 0.3, -0.4], [0.2, -0.8, 0.6], [-0.6, -0.2, -0.6], [0.1, -0.9, -0.2], [-0.8, -0.2, 0.4], [0.5, -0.3, -1.0], [0.9, -0.5, -0.4], [0.5, -0.3, 0.9], [-0.8, 0.5, 0.7], [-0.9, 0.6, -0.5], [0.0, -0.1, -0.1], [0.2, 0.0, 0.1], [-0.2, 0.1, -0.1], [0.1, 0.0, 0.1], [0.0, 0.0, 0.1], [0.0, 0.0, 0.1], [-0.1, 0.0, 0.0], [0.0, 0.0, 0.1], [-0.2, -0.1, -0.1], [0.0, 0.0, 0.0], [0.0, 0.0, 0.1], [0.0, 0.2, 0.0], [0.0, -0.1, 0.0], [0.0, 0.0, 0.0], [0.0, 0.0, 0.0], [0.1, -0.1, 0.0], [0.0, 0.0, -0.1], [0.0, 0.0, 0.2], [0.0, 0.0, -0.1], [-0.1, 0.1, 0.0], [0.0, 0.1, 0.0], [0.0, 0.0, 0.1], [0.0, 0.1, -0.1], [0.2, 0.0, 0.1], [0.0, 0.0, -0.1], [0.0, 0.0, -0.1], [-0.2, 0.0, 0.1], [0.1, -0.1, 0.0], [0.0, 0.0, 0.0], [0.0, -0.1, 0.0], [-0.1, -0.1, 0.0], [-0.1, 0.0, 0.1], [0.2, 0.0, -0.2], [-0.1, 0.0, 0.1], [0.0, 0.1, 0.0], [0.0, 0.1, 0.0], [0.0, 0.0, -0.1], [0.0, 0.1, 0.1], [0.0, -0.1, -0.2], [-0.1, 0.0, 0.1], [-0.1, 0.0, 0.0], [0.2, 0.1, 0.0], [-0.1, -0.1, 0.0], [0.0, 0.0, 0.0], [0.0, -0.1, 0.0], [0.0, 0.2, 0.0], [0.0, 0.0, -0.1], [0.2, -0.1, 0.2], [-0.1, 0.0, 0.0], [0.0, -0.1, 0.0], [0.0, -0.1, 0.0], [0.0, 0.0, 0.1], [-0.1, -0.1, 0.0], [0.0, 0.1, 0.2], [0.0, 0.0, -0.1], [-0.1, 0.0, 0.0], [0.1, -0.2, 0.0], [0.0, 0.1, 0.0], [0.0, 0.0, 0.0], [0.0, 0.1, 0.0]], "smiles": "CCCCCCCCCOC(=O)OC[C@@H](C)OCc1ccccc1.CCOCC.CCOCC.CCOCC.CCOCC", "homo_ha": -0.324, "charge": 0, "largest_force_ev_per_a": 3.1, "e_tot_ev": -54875.16085, "orbital_gap_ev": 9.60}